{
  "formula": "C48H58ClNO11PS",
  "method": "the ωB97M-V functional and the def2-TZVPD basis",
  "de_lowest_kj_mol": 0.0,
  "energy_ha": -3946.01713,
  "charge": -1,
  "multiplicity": 1,
  "orbital_gap_ev": 5.298,
  "mol_weight_g_mol": 923.48,
  "lumo_energy_ha": 0.0081,
  "elements": ["C", "C", "O", "C", "C", "C", "C", "C", "P", "S", "Cl", "C", "C", "C", "O", "C", "O", "C", "C", "C", "C", "N", "C", "C", "O", "O", "C", "C", "C", "O", "O", "H", "H", "H", "H", "H", "H", "H", "H", "H", "H", "H", "H", "H", "H", "H", "H", "H", "H", "H", "H", "H", "H", "H", "H", "H", "H", "H", "H", "H", "H", "H", "H", "H", "H", "H", "H", "H", "H", "H", "H", "H", "H", "C", "C", "C", "C", "C", "C", "C", "O", "C", "C", "C", "C", "C", "C", "C", "O", "H", "H", "H", "H", "H", "H", "H", "H", "C", "C", "C", "C", "C", "C", "C", "O", "C", "C", "C", "C", "C", "C", "C", "O", "H", "H", "H", "H", "H", "H", "H", "H"],
  "coordinates": [[10.867318, -3.278085, 2.974730], [9.468111, -2.761724, 2.699504], [8.833228, -3.648640, 1.803795], [7.412291, -3.569976, 1.767353], [6.915444, -3.086395, 0.406512], [5.535830, -3.643173, 0.056696], [4.436636, -3.119466, 0.986475], [3.086893, -3.789538, 0.729733], [1.819728, -3.856984, 2.135196], [0.034060, -4.256140, 3.655031], [0.689181, -5.315995, 0.896158], [2.859543, -5.087033, 3.118339], [2.948285, -6.578303, 2.769998], [1.944047, -7.519395, 3.458279], [0.998024, -8.101667, 2.580758], [-0.354078, -7.947046, 2.948142], [0.833467, -2.660246, 1.391549], [0.745425, -1.422638, 2.028293], [-0.679998, -1.089298, 2.495462], [-1.639828, -1.157629, 1.333904], [-2.098083, -2.520517, 0.908135], [-2.046662, -0.132510, 0.703281], [1.885097, -1.346028, 3.097568], [1.384827, -1.078710, 4.526588], [1.135238, 0.308430, 4.760008], [1.565179, 0.652176, 6.080864], [2.900206, -0.300522, 2.641348], [4.153593, -0.135983, 3.509649], [5.416300, 0.019887, 2.649672], [4.034437, 0.975698, 4.397618], [2.469954, -2.621451, 3.142629], [10.835142, -4.127937, 3.657980], [11.320188, -3.625240, 2.045572], [11.486248, -2.497244, 3.418869], [8.899792, -2.691433, 3.634705], [9.517601, -1.753581, 2.264192], [7.067620, -2.899861, 2.562606], [7.006684, -4.562847, 1.991783], [6.869749, -1.991831, 0.406903], [7.651769, -3.387718, -0.341953], [5.564214, -4.735558, 0.147967], [5.291128, -3.394431, -0.979546], [4.362640, -2.041712, 0.829259], [4.766143, -3.264356, 2.018471], [3.257152, -4.828629, 0.441191], [2.593021, -3.277073, -0.096258], [0.583733, -3.855168, 4.811086], [3.868787, -4.674716, 3.097110], [2.532390, -5.005157, 4.157072], [2.949204, -6.773032, 1.695891], [3.936236, -6.894055, 3.130942], [1.440675, -6.987471, 4.272463], [2.502540, -8.351400, 3.909148], [-0.489052, -8.008617, 4.035044], [-0.914624, -8.761675, 2.484119], [-0.753894, -6.989377, 2.607892], [0.976504, -0.666258, 1.261815], [-0.663327, -0.066186, 2.887931], [-1.000442, -1.773815, 3.279334], [-3.096968, -2.454849, 0.475450], [-1.400986, -2.925803, 0.173289], [-2.094164, -3.214655, 1.748034], [-1.634778, 0.709264, 1.109647], [2.142430, -1.440335, 5.223912], [0.456190, -1.625514, 4.693852], [0.898026, 0.209117, 6.628413], [2.382343, 0.664763, 2.590309], [3.176925, -0.573455, 1.622475], [4.261038, -1.009422, 4.155701], [6.092476, 0.722935, 3.140154], [5.950879, -0.923020, 2.529027], [5.176336, 0.411075, 1.657726], [3.927600, 1.768263, 3.850888], [-1.074356, 9.253972, -1.716360], [0.058503, 8.507997, -2.024548], [0.012331, 7.125175, -1.985923], [-1.166325, 6.480365, -1.631017], [-2.299003, 7.228536, -1.309670], [-2.250089, 8.616781, -1.359834], [-3.572405, 6.564859, -0.899272], [-4.559127, 7.220863, -0.638135], [-3.583165, 5.078075, -0.828096], [-4.743622, 4.434425, -0.415282], [-4.784298, 3.051322, -0.356843], [-3.672407, 2.299543, -0.720995], [-2.513364, 2.937354, -1.133121], [-2.457876, 4.325587, -1.179505], [-1.194730, 4.986047, -1.613625], [-0.223943, 4.343023, -1.947691], [-1.036893, 10.334968, -1.752593], [0.978810, 9.008529, -2.295985], [0.881128, 6.528274, -2.227133], [-3.140054, 9.179547, -1.113754], [-5.603688, 5.031479, -0.144524], [-5.687200, 2.552361, -0.029853], [-3.693414, 1.218314, -0.673977], [-1.643828, 2.359913, -1.418153], [-4.459955, 3.599552, -4.022818], [-4.751036, 4.929369, -4.305846], [-5.826186, 5.252432, -5.115410], [-6.614764, 4.243016, -5.654404], [-6.315914, 2.905572, -5.380379], [-5.240288, 2.589285, -4.559165], [-7.126000, 1.799705, -5.964807], [-6.880519, 0.638147, -5.723709], [-8.255790, 2.172370, -6.868581], [-9.001472, 1.161398, -7.462598], [-10.059049, 1.481812, -8.295916], [-10.380625, 2.813649, -8.535988], [-9.639590, 3.824240, -7.948532], [-8.571874, 3.507990, -7.116930], [-7.774400, 4.615962, -6.511327], [-8.063914, 5.775709, -6.716761], [-3.626329, 3.357572, -3.378314], [-4.136439, 5.717663, -3.888476], [-6.068867, 6.282284, -5.338167], [-5.027233, 1.549935, -4.349082], [-8.738847, 0.132011, -7.261021], [-10.636739, 0.693262, -8.760255], [-11.210880, 3.061499, -9.184447], [-9.873138, 4.865171, -8.124910]],
  "forces_ev_per_a": [[-0.1, -0.1, 0.0], [0.1, 0.1, -0.1], [0.0, -0.2, 0.1], [0.0, 0.2, 0.0], [-0.1, 0.0, 0.0], [0.0, 0.1, 0.2], [0.1, -0.1, -0.1], [-0.1, 0.3, 0.2], [0.5, 0.3, -0.1], [-0.3, -0.1, 0.1], [-0.1, -0.1, -0.1], [-0.3, -0.2, 0.2], [0.2, -0.1, 0.1], [0.0, 0.1, 0.1], [0.0, -0.1, 0.0], [-0.1, 0.0, 0.0], [-0.1, -0.1, 0.2], [0.1, 0.2, -0.3], [0.1, 0.1, 0.0], [0.1, -0.2, 0.2], [-0.1, 0.0, 0.0], [-0.2, 0.3, -0.2], [-0.4, -0.1, 0.1], [0.0, 0.0, 0.1], [0.0, 0.2, -0.1], [-0.1, -0.2, 0.0], [-0.1, 0.0, 0.1], [0.1, 0.0, -0.2], [0.1, 0.1, 0.1], [0.0, 0.2, -0.1], [0.2, -0.1, -0.1], [0.0, 0.0, 0.0], [0.1, 0.1, 0.0], [0.0, 0.0, 0.0], [0.0, 0.0, 0.0], [-0.1, 0.0, 0.0], [0.0, -0.1, 0.0], [0.1, 0.0, -0.1], [0.1, 0.0, -0.1], [0.0, 0.0, 0.0], [0.0, 0.0, -0.2], [0.0, -0.1, 0.0], [0.0, 0.0, 0.1], [-0.1, 0.1, 0.0], [0.0, 0.0, 0.0], [0.0, -0.2, -0.1], [0.1, 0.0, 0.0], [0.0, 0.1, -0.1], [0.1, 0.1, -0.1], [-0.1, 0.1, 0.0], [0.0, 0.0, -0.1], [0.0, 0.0, -0.1], [0.0, 0.0, 0.0], [0.0, 0.0, 0.0], [0.0, 0.0, 0.0], [0.0, 0.0, 0.0], [0.0, 0.0, 0.0], [0.0, 0.0, 0.0], [0.0, -0.1, 0.0], [0.1, 0.0, -0.1], [0.0, 0.0, 0.0], [0.0, 0.0, 0.0], [0.0, 0.0, 0.0], [0.1, 0.1, -0.1], [0.1, -0.1, 0.1], [0.0, 0.1, 0.0], [0.1, 0.0, 0.0], [0.0, 0.0, 0.0], [0.0, 0.1, 0.0], [0.0, -0.1, 0.0], [-0.1, 0.0, -0.1], [0.0, 0.0, 0.0], [-0.1, -0.2, 0.2], [0.0, 0.0, 0.0], [0.0, 0.0, 0.0], [0.0, 0.1, 0.0], [0.0, 0.0, 0.0], [0.0, 0.0, 0.0], [0.0, 0.1, 0.0], [0.0, 0.0, 0.0], [0.0, 0.0, 0.0], [0.0, 0.0, 0.0], [0.0, -0.1, 0.0], [0.0, 0.0, 0.0], [-0.1, 0.0, 0.0], [0.0, -0.1, 0.1], [0.0, 0.0, 0.0], [0.0, 0.0, 0.0], [0.0, 0.0, 0.0], [0.0, 0.0, 0.0], [0.0, 0.0, 0.0], [0.0, 0.0, 0.0], [0.0, 0.0, 0.0], [0.0, 0.0, 0.0], [0.0, 0.0, 0.0], [0.1, 0.0, 0.1], [0.0, 0.0, 0.0], [0.0, 0.0, 0.0], [0.0, 0.0, 0.0], [0.0, 0.0, 0.0], [0.0, 0.0, 0.0], [0.0, 0.0, 0.0], [0.0, 0.0, 0.0], [0.0, 0.0, 0.0], [0.0, 0.0, 0.0], [0.0, 0.0, 0.0], [-0.1, 0.0, 0.0], [0.0, 0.0, 0.0], [0.0, 0.0, 0.0], [0.0, 0.0, 0.0], [0.0, 0.0, 0.0], [0.0, 0.0, 0.0], [0.0, 0.0, 0.0], [0.0, 0.0, 0.0], [0.0, 0.0, 0.0], [0.0, 0.0, 0.0], [0.0, 0.0, 0.0], [0.0, 0.0, 0.0], [0.0, 0.0, 0.0], [0.0, 0.0, 0.0], [0.0, 0.0, 0.0]],
  "lowdin_charge": [-0.08, -0.30, -0.16, -0.22, -0.18, -0.21, -0.25, -0.29, 0.33, 0.45, 0.29, -0.32, -0.23, -0.25, -0.22, -0.15, -0.36, -0.31, -0.11, -0.41, -0.04, 0.13, -0.43, -0.13, -0.15, -0.03, -0.07, -0.39, -0.04, -0.05, -0.25, 0.07, 0.07, 0.07, 0.12, 0.12, 0.10, 0.13, 0.11, 0.11, 0.11, 0.11, 0.09, 0.09, 0.05, 0.08, -0.22, 0.06, 0.05, 0.09, 0.10, 0.10, 0.11, 0.08, 0.08, 0.02, 0.15, 0.12, 0.07, 0.07, 0.08, 0.06, 0.05, 0.14, 0.08, 0.09, 0.14, 0.11, 0.14, 0.08, 0.05, 0.08, 0.10, -0.06, -0.06, 0.00, -0.08, -0.09, -0.01, -0.29, 0.10, -0.10, 0.00, -0.05, -0.06, -0.02, -0.10, -0.28, 0.11, 0.10, 0.11, 0.12, 0.12, 0.12, 0.11, 0.09, 0.13, -0.04, -0.04, 0.00, -0.08, -0.08, 0.01, -0.28, 0.11, -0.08, 0.00, -0.06, -0.06, -0.01, -0.08, -0.28, 0.10, 0.09, 0.11, 0.12, 0.12, 0.12, 0.11, 0.10, 0.12]
}